112
Properties=species:S:1:pos:R:3 method="wB97M-V/def2-TZVPD" lumo_ev=1.04 largest_force_ev_per_a=4.11 e_homo_ev=-2.92 multiplicity=1 total_charge=-3 e_above_lowest_kcal_mol=0.0 homo_lumo_gap_ev=3.96
C 4.665 -6.534 4.969
N 3.470 -5.895 4.406
C 2.588 -6.681 3.749
C 1.644 -6.134 2.922
C 1.598 -4.752 2.745
C 2.467 -3.959 3.492
C 3.385 -4.559 4.321
C 0.649 -4.061 1.870
C -0.152 -3.094 2.445
C -1.048 -2.397 1.671
N -1.231 -2.756 0.393
C -0.466 -3.685 -0.206
C 0.465 -4.364 0.533
C -2.336 -2.108 -0.352
H 5.166 -5.821 5.617
H 5.329 -6.894 4.187
H 4.375 -7.387 5.580
H 2.683 -7.748 3.882
H 0.987 -6.802 2.383
H 2.450 -2.874 3.452
H 4.164 -3.959 4.770
H -0.024 -2.838 3.489
H -1.798 -1.750 2.114
H -0.623 -3.856 -1.263
H 1.094 -5.108 0.060
H -3.226 -2.266 0.248
H -2.381 -2.464 -1.372
H -2.070 -1.054 -0.380
C -1.683 4.733 2.269
C -1.734 3.515 1.351
C -1.130 3.814 0.002
N -1.081 2.631 -0.946
C -2.469 2.472 -1.463
C -2.670 1.509 -2.616
C -1.725 1.824 -3.771
C -0.302 2.126 -3.308
C -0.149 3.019 -2.084
C -0.567 1.404 -0.295
H -0.689 5.098 2.518
H -2.329 4.567 3.130
H -2.200 5.556 1.757
H -2.794 3.238 1.328
H -1.249 2.654 1.811
H -0.077 4.092 0.138
H -1.497 4.700 -0.513
H -2.888 3.446 -1.721
H -3.083 2.129 -0.627
H -3.721 1.533 -2.902
H -2.477 0.480 -2.297
H -2.045 2.707 -4.339
H -1.691 1.000 -4.483
H 0.328 2.585 -4.074
H 0.260 1.200 -3.135
H -0.430 4.042 -2.341
H 0.858 2.999 -1.668
H -0.424 0.658 -1.079
H -1.342 1.013 0.365
H 0.388 1.584 0.192
N 2.585 1.568 4.582
S 1.138 1.125 4.003
O 0.016 1.878 4.417
O 0.994 -0.280 3.780
F 1.354 1.607 2.520
S 2.476 1.256 6.109
O 2.170 -0.104 6.467
O 1.834 2.255 6.908
F 4.019 1.393 6.516
N -3.887 0.174 1.097
S -4.240 0.477 2.688
O -4.587 -0.672 3.464
O -4.813 1.729 3.045
F -2.695 0.648 3.057
S -5.333 0.303 0.436
O -5.821 1.629 0.297
O -6.236 -0.756 0.757
F -4.862 -0.056 -1.044
N 5.079 0.769 -0.901
S 5.782 2.100 -0.271
O 5.161 2.573 0.907
O 6.304 3.034 -1.206
F 7.106 1.362 0.267
S 3.642 1.318 -1.258
O 3.460 2.391 -2.182
O 2.716 1.256 -0.160
F 3.131 0.051 -2.112
N 0.816 -3.688 -3.383
S 0.440 -2.082 -3.567
O 1.195 -1.403 -4.544
O -0.064 -1.412 -2.403
F -0.928 -2.388 -4.302
S 2.307 -3.600 -2.890
O 2.543 -2.952 -1.636
O 3.278 -3.358 -3.902
F 2.534 -5.170 -2.542
N -4.581 -3.174 -4.926
S -4.934 -3.034 -6.467
O -3.905 -2.776 -7.418
O -6.209 -2.417 -6.715
F -5.350 -4.582 -6.718
S -4.252 -1.633 -4.526
O -5.403 -0.936 -4.070
O -3.220 -0.968 -5.224
F -3.544 -2.027 -3.130
N 2.894 7.202 -1.451
S 1.629 7.185 -0.537
O 1.809 7.189 0.876
O 0.565 6.374 -1.063
F 1.085 8.666 -0.890
S 3.157 5.631 -1.798
O 2.600 5.185 -3.029
O 3.150 4.760 -0.677
F 4.682 5.848 -2.170


69
Properties=species:S:1:pos:R:3 method="wB97M-V/def2-TZVPD" lumo_ev="-10.50 / -10.52" largest_force_ev_per_a=6.76 e_homo_ev="-15.26 / -15.25" multiplicity=1 total_charge=+2 homo_lumo_gap_ev="4.76 / 4.74"
V 0.126 1.440 0.531
C -2.694 0.371 2.295
C -2.823 1.648 1.441
N -1.520 2.424 1.521
C -1.528 2.874 2.932
C -0.383 2.493 3.861
C -1.626 3.689 0.738
C -1.706 3.280 -0.714
N -0.736 2.246 -0.955
C -0.469 1.840 -2.262
C -1.269 0.945 -2.958
F -2.280 0.320 -2.337
C -1.152 0.844 -4.350
F -2.093 0.139 -5.028
C -0.049 1.324 -5.086
C 0.873 2.092 -4.354
F 2.034 2.559 -4.825
C 0.707 2.239 -2.970
F 1.750 2.807 -2.330
H -3.616 -0.228 2.060
H -2.738 0.594 3.358
H -1.777 -0.234 2.129
H -3.634 2.352 1.768
H -3.049 1.288 0.452
H -2.494 2.578 3.379
H -1.609 3.977 2.945
H 0.606 3.028 3.615
H -0.224 1.443 4.051
H -0.708 2.795 4.861
H -0.777 4.285 0.978
H -2.456 4.204 1.241
H -1.577 4.152 -1.402
H -2.747 2.968 -0.956
H 0.075 1.126 -6.168
O 2.658 3.833 -0.230
C 2.542 3.391 0.890
O 1.626 2.487 1.122
H 3.088 3.654 1.832
C 1.467 -2.132 -3.059
C 0.400 -2.880 -2.311
C -0.796 -2.929 -3.218
C 0.961 -4.220 -1.831
O -0.014 -2.097 -1.075
P 0.783 -1.206 -0.083
O 1.514 -0.099 -0.745
O -0.279 -0.533 0.820
O 1.829 -2.041 0.756
C 1.594 -2.683 2.190
C 2.809 -3.564 2.495
C 1.698 -1.485 3.154
C 0.281 -3.386 2.280
H 1.695 -2.682 -3.978
H 2.348 -2.072 -2.445
H 1.159 -1.122 -3.321
H -0.579 -3.731 -3.948
H -0.980 -1.936 -3.691
H -1.700 -3.234 -2.680
H 0.942 -4.954 -2.610
H 0.353 -4.590 -1.008
H 2.002 -4.107 -1.442
H 3.767 -2.994 2.330
H 2.751 -4.359 1.803
H 2.748 -3.970 3.541
H 2.734 -1.120 3.113
H 1.332 -1.780 4.202
H 1.016 -0.670 2.843
H 0.346 -4.365 1.732
H -0.518 -2.805 1.794
H -0.015 -3.528 3.312